1.
Molecular formula: C3H8O
Method: DFT, the ωB97M-V functional and the def2-TZVPD basis

Structure (XYZ):
```
12
C3H8O (the ωB97M-V functional and the def2-TZVPD basis)
C -2.60 -5.00 -1.19
O -2.67 -6.04 -0.62
H -3.40 -4.23 -1.11
H -1.66 -4.65 -1.65
C 1.00 3.01 0.10
C 1.57 1.96 1.06
H 0.40 3.73 0.64
H 0.37 2.53 -0.65
H 1.78 3.56 -0.42
H 2.45 1.48 0.59
H 1.92 2.45 1.97
H 0.84 1.18 1.28
```

As for the energy above the lowest of the compared OMol25 structures with the same formula, charge and spin: 1.051 eV. For the energy, the calculation gives -5287.100 eV. As for the SMILES: C=O.CC.

=====

2.
Molecular formula: C3H8O
Method: DFT, the ωB97M-V functional and the def2-TZVPD basis

Structure (XYZ):
```
12
C3H8O (the ωB97M-V functional and the def2-TZVPD basis)
C -0.15 -0.30 -1.47
C 0.51 -0.21 -0.07
C -0.24 0.64 0.90
O -0.13 0.29 2.28
H 0.00 -1.30 -1.90
H -1.18 0.04 -1.47
H 0.44 0.27 -2.20
H 1.56 0.03 -0.30
H 0.69 -1.21 0.35
H -1.31 0.71 0.67
H 0.15 1.67 0.87
H -0.35 -0.64 2.33
```

As for the energy above the lowest of the compared OMol25 structures with the same formula, charge and spin: 0.615 eV. For the energy, the calculation gives -5287.536 eV. As for the SMILES: CCCO.

=====

3.
Molecular formula: C3H8O
Method: DFT, the ωB97M-V functional and the def2-TZVPD basis

Structure (XYZ):
```
12
C3H8O (the ωB97M-V functional and the def2-TZVPD basis)
C 1.41 0.09 0.31
C 0.55 -0.91 -0.35
O -0.88 -0.52 0.60
C -1.57 0.53 0.02
H 2.47 0.18 0.03
H 0.89 1.00 -0.03
H 1.24 0.00 1.37
H 0.26 -1.87 -0.04
H 0.83 -0.98 -1.44
H -0.86 1.37 -0.10
H -1.90 0.17 -0.95
H -2.44 0.93 0.57
```

As for the energy above the lowest of the compared OMol25 structures with the same formula, charge and spin: 3.054 eV. For the energy, the calculation gives -5285.097 eV. As for the SMILES: CCOC.

=====

4.
Molecular formula: C3H8O2
Method: DFT, the ωB97M-V functional and the def2-TZVPD basis

Structure (XYZ):
```
13
C3H8O2 (the ωB97M-V functional and the def2-TZVPD basis)
C -0.38 -3.73 -2.63
O 0.55 -4.46 -2.48
H -0.60 -3.27 -3.62
H -1.09 -3.43 -1.83
C 0.11 2.13 2.75
C -0.06 2.05 1.24
O -0.12 3.37 0.70
H -0.83 2.39 3.24
H 0.82 2.93 2.97
H 0.47 1.20 3.21
H 0.88 1.58 0.82
H -0.76 1.21 1.04
H -0.75 3.19 -0.01
```

As for the energy above the lowest of the compared OMol25 structures with the same formula, charge and spin: 2.084 eV. For the energy, the calculation gives -7333.966 eV. As for the SMILES: C=O.CCO.

=====

5.
Molecular formula: C3H8O2
Method: DFT, the ωB97M-V functional and the def2-TZVPD basis

Structure (XYZ):
```
13
C3H8O2 (the ωB97M-V functional and the def2-TZVPD basis)
O 0.73 -1.09 0.79
C 1.14 0.20 0.34
C 0.19 0.55 -0.75
C -1.34 0.23 -0.16
O -1.79 -1.08 -0.34
H 1.30 -1.34 1.51
H 2.18 0.20 0.01
H 1.02 0.95 1.14
H 0.31 -0.08 -1.65
H 0.41 1.60 -1.11
H -1.41 0.50 0.91
H -1.56 0.94 -0.92
H -1.18 -1.59 0.23
```

As for the energy above the lowest of the compared OMol25 structures with the same formula, charge and spin: 1.976 eV. For the energy, the calculation gives -7334.074 eV. As for the SMILES: OCCCO.

=====

6.
Molecular formula: C3H8O2
Method: DFT, the ωB97M-V functional and the def2-TZVPD basis

Structure (XYZ):
```
13
C3H8O2 (the ωB97M-V functional and the def2-TZVPD basis)
C 2.95 0.74 0.60
C 1.77 0.92 1.18
C 0.53 0.26 0.61
O 1.47 1.55 2.35
H 3.02 0.15 -0.30
H 3.91 0.90 1.07
H 0.68 -0.54 -0.10
H -0.06 -0.25 1.38
H -0.07 1.04 0.14
H 2.11 1.44 3.05
O -5.49 -2.16 -3.69
H -4.77 -1.61 -3.31
H -6.05 -2.44 -2.98
```

As for the energy above the lowest of the compared OMol25 structures with the same formula, charge and spin: 1.434 eV. For the energy, the calculation gives -7334.616 eV. As for the SMILES: C=C(C)O.O.

=====

7.
Molecular formula: C3H8O2
Method: DFT, the ωB97M-V functional and the def2-TZVPD basis

Structure (XYZ):
```
13
C3H8O2 (the ωB97M-V functional and the def2-TZVPD basis)
C -0.25 0.46 0.56
C 0.65 1.45 0.53
C 0.73 2.58 1.51
O 1.59 1.46 -0.50
H -1.08 0.61 1.24
H 0.07 -0.51 0.11
H 1.66 3.18 1.43
H 0.79 2.05 2.44
H -0.20 3.16 1.56
H 1.76 0.53 -0.70
O -2.29 -5.11 -2.51
H -1.95 -4.27 -2.88
H -1.49 -5.60 -2.78
```

As for the energy above the lowest of the compared OMol25 structures with the same formula, charge and spin: 1.752 eV. For the energy, the calculation gives -7334.299 eV. As for the SMILES: C=C(C)O.O.

=====

8.
Molecular formula: C3H8O2
Method: DFT, the ωB97M-V functional and the def2-TZVPD basis

Structure (XYZ):
```
13
C3H8O2 (the ωB97M-V functional and the def2-TZVPD basis)
O -0.64 1.21 0.62
C -1.15 -0.05 0.20
C -0.21 -0.68 -0.80
C 1.71 -0.42 0.13
O 1.96 0.86 -0.18
H -1.27 1.59 1.24
H -2.13 0.08 -0.27
H -1.28 -0.72 1.07
H -0.07 -0.05 -1.69
H -0.57 -1.67 -1.09
H 1.22 -0.53 1.11
H 1.07 -1.07 -0.66
H 1.37 1.45 0.33
```

As for the energy above the lowest of the compared OMol25 structures with the same formula, charge and spin: 4.675 eV. For the energy, the calculation gives -7331.376 eV.